Formula: C18H19N3O5
Source: OMol25
Level of theory: ωB97M-V/def2-TZVPD

Summary:
Lowest unoccupied orbital energy, eV: 0.4
Structure (SMILES): COc1cccc(OCC(=O)NNC(=O)C(=O)Nc2cccc(C)c2)c1
Frontier orbital gap, eV: 9.11
Electronic energy, hartree: -1237.80287
ΔE to the lowest compared entry with this formula, charge and spin, eV: 1.567
M, g mol⁻¹: 357.4

```
! wB97M-V def2-TZVPD RIJCOSX def2/J DEFGRID3
* xyz 0 1
C 8.141 0.618 -0.599
H 8.836 1.387 -0.267
O 7.152 0.542 0.399
C 6.141 -0.354 0.246
C 5.993 -1.216 -0.838
C 4.913 -2.079 -0.876
C 3.972 -2.111 0.138
C 4.124 -1.255 1.223
C 5.201 -0.382 1.271
H 5.316 0.280 2.114
O 3.260 -1.183 2.288
C 2.211 -2.116 2.357
C 1.108 -1.894 1.321
O 0.360 -2.762 0.943
N 1.083 -0.615 0.851
N 0.041 -0.170 0.058
C -1.162 0.167 0.564
O -1.425 0.308 1.741
C -2.184 0.425 -0.552
O -1.876 0.321 -1.725
N -3.372 0.757 -0.022
C -4.581 1.066 -0.650
C -4.716 1.078 -2.033
C -5.945 1.395 -2.586
C -7.027 1.695 -1.781
C -6.902 1.685 -0.395
C -5.674 1.369 0.160
H -5.555 1.354 1.235
C -8.081 2.011 0.471
H -8.441 3.016 0.254
H -7.821 1.955 1.524
H -8.896 1.317 0.275
H -7.981 1.941 -2.225
H -6.054 1.405 -3.660
H -3.872 0.843 -2.658
H -3.370 0.775 0.997
H 0.082 -0.357 -0.941
H 1.629 0.093 1.329
H 2.570 -3.149 2.277
H 1.763 -1.983 3.347
H 3.139 -2.791 0.066
H 4.799 -2.743 -1.719
H 6.703 -1.222 -1.649
H 7.717 0.908 -1.566
H 8.677 -0.331 -0.707
*
```

These are the Mulliken partial charges, in e, on atoms 1 to 2: -0.850, 0.243

Formula: C19H16Br3N4O9
Source: OMol25
Level of theory: ωB97M-V/def2-TZVPD

Summary:
Lowest unoccupied orbital energy, eV: 1.8
Frontier orbital gap, eV: 7.25
Electronic energy, hartree: -9351.51328
ΔE to the lowest compared entry with this formula, charge and spin, eV: 0.000
M, g mol⁻¹: 684.1

```
! wB97M-V def2-TZVPD RIJCOSX def2/J DEFGRID3
* xyz -1 1
N -0.676 1.789 -0.475
O -0.431 2.962 -0.912
O -0.410 1.504 0.723
O -1.229 0.952 -1.236
C 2.953 6.852 -0.175
C 2.118 5.750 -0.038
C 2.569 4.494 -0.402
C 3.931 4.282 -0.507
C 4.800 5.373 -0.417
C 4.329 6.674 -0.371
N 4.507 2.946 -0.677
O 5.714 2.818 -0.565
O 3.726 2.050 -0.936
H 2.497 7.807 0.063
H 1.065 5.884 0.173
H 1.835 3.695 -0.475
H 5.848 5.251 -0.662
H 4.911 7.551 -0.615
C 1.522 -1.754 0.136
C 1.286 -1.018 1.289
C 1.522 -1.571 2.533
C 1.994 -2.871 2.598
C 2.303 -3.594 1.452
C 2.149 -2.995 0.212
N 2.074 -3.515 3.907
O 1.651 -2.922 4.885
O 2.591 -4.615 3.972
H 1.258 -1.295 -0.809
H 0.824 -0.055 1.086
H 1.311 -1.069 3.466
H 2.599 -4.632 1.505
H 2.350 -3.563 -0.686
C -3.841 -4.710 -2.524
C -2.813 -3.764 -2.314
C -3.170 -2.441 -2.125
C -4.484 -1.992 -2.187
C -5.470 -2.918 -2.429
C -5.139 -4.262 -2.650
N -4.855 -0.604 -1.926
O -3.994 0.244 -1.963
O -6.029 -0.397 -1.654
H -3.500 -5.731 -2.632
H -1.809 -4.061 -2.047
H -2.386 -1.696 -2.006
H -6.529 -2.716 -2.504
H -5.927 -4.963 -2.889
C -2.636 -0.493 2.682
Br -1.754 -0.885 4.415
Br -4.553 -0.291 3.031
Br -2.395 -1.908 1.388
H -2.206 0.425 2.297
*
```

These are the Mulliken partial charges, in e, on atoms 1 to 2: 0.880, -0.681

Formula: C6H10
Source: OMol25
Level of theory: ωB97M-V/def2-TZVPD

Summary:
Lowest unoccupied orbital energy, eV: 1.1
Structure (SMILES): CC[C@]12C[C@H]1C2
Frontier orbital gap, eV: 9.54
Electronic energy, hartree: -234.49953
ΔE to the lowest compared entry with this formula, charge and spin, eV: 2.802
M, g mol⁻¹: 82.1

```
! wB97M-V def2-TZVPD RIJCOSX def2/J DEFGRID3
* xyz 0 1
C -0.735 1.581 -1.018
C 0.169 -0.176 0.223
C 0.227 0.235 -1.156
C 0.478 -1.516 0.758
C 1.276 -0.307 1.159
C -0.891 -0.903 0.909
H -1.768 1.249 -1.186
H -0.399 2.257 -1.784
H -0.817 2.205 -0.070
H -0.164 -0.580 -1.824
H 1.300 0.370 -1.428
H 0.781 -2.465 0.339
H 1.177 0.040 2.180
H 2.254 -0.152 0.701
H -1.724 -1.237 0.285
H -1.165 -0.601 1.912
*
```

These are the Mulliken partial charges, in e, on atoms 1 to 2: -1.079, 0.636

Formula: C5H10O2
Source: OMol25
Level of theory: ωB97M-V/def2-TZVPD

Summary:
Lowest unoccupied orbital energy, eV: 0.6
Structure (SMILES): C=C/C=C/CO.O
Frontier orbital gap, eV: 9.07
Electronic energy, hartree: -346.90976
ΔE to the lowest compared entry with this formula, charge and spin, eV: 3.148
M, g mol⁻¹: 102.1

```
! wB97M-V def2-TZVPD RIJCOSX def2/J DEFGRID3
* xyz 0 1
C 1.016 2.095 1.316
C 0.585 3.356 1.477
C -0.098 -1.404 0.286
O 0.464 -2.271 -0.696
C 0.695 -0.158 0.450
C 0.208 1.072 0.668
H 1.996 1.846 1.707
H -0.101 3.793 0.761
H 1.096 3.984 2.195
H -1.142 -1.189 0.045
H 0.000 -1.903 1.252
H -0.237 -2.854 -1.005
H 1.763 -0.262 0.616
H -0.683 1.376 0.156
H -2.249 -0.918 -2.082
H -2.032 -1.420 -3.415
O -2.025 -1.760 -2.505
*
```

These are the Mulliken partial charges, in e, on atoms 1 to 2: -0.216, -0.727

Formula: C3H10NO4
Source: OMol25
Level of theory: ωB97M-V/def2-TZVPD

Summary:
Lowest unoccupied orbital energy, eV: 2.9
Frontier orbital gap, eV: 6.78
Electronic energy, hartree: -476.06272
ΔE to the lowest compared entry with this formula, charge and spin, eV: 1.986
M, g mol⁻¹: 124.1

```
! wB97M-V def2-TZVPD RIJCOSX def2/J DEFGRID3
* xyz -1 1
O -2.207 1.661 -1.641
C -1.417 0.810 -1.209
N -1.679 0.017 -0.171
C -0.671 -1.031 0.442
O -0.194 -1.895 -0.410
C -0.087 0.661 -1.890
H -2.462 0.308 0.392
H -1.330 -1.494 1.210
H 0.048 -0.357 0.965
H -0.120 0.948 -2.946
H 0.662 1.234 -1.344
H 0.293 -0.366 -1.874
H 2.635 3.969 1.604
H 3.194 3.367 2.894
O 2.895 4.196 2.510
H 0.444 -3.594 1.031
H -0.146 -4.009 -0.199
O 0.140 -4.423 0.635
*
```

These are the Mulliken partial charges, in e, on atoms 1 to 2: -0.727, 0.548

Formula: C6H10O
Source: OMol25
Level of theory: ωB97M-V/def2-TZVPD

Summary:
Lowest unoccupied orbital energy, eV: -0.2
Structure (SMILES): C/C=C\C=C\C=O.[H][H]
Frontier orbital gap, eV: 8.98
Electronic energy, hartree: -309.76924
ΔE to the lowest compared entry with this formula, charge and spin, eV: 1.990
M, g mol⁻¹: 98.1

```
! wB97M-V def2-TZVPD RIJCOSX def2/J DEFGRID3
* xyz 0 1
C -2.083 -0.384 -0.369
C -1.536 1.001 -0.185
C -0.262 1.417 -0.236
C 0.960 0.640 -0.479
C 1.241 -0.635 -0.165
C 2.573 -1.198 -0.479
O 3.464 -0.588 -1.033
H -2.895 -0.570 0.340
H -1.335 -1.165 -0.247
H -2.508 -0.480 -1.375
H -2.293 1.775 -0.053
H -0.093 2.490 -0.148
H -0.348 0.194 2.405
H 1.771 1.191 -0.957
H 0.544 -1.285 0.353
H 0.090 -0.250 2.810
H 2.728 -2.250 -0.161
*
```

These are the Mulliken partial charges, in e, on atoms 1 to 2: -0.971, -0.145

What is the ΔE to the lowest compared entry with this formula, charge and spin in the sixth record? 1.990 eV

The lowest ΔE to the lowest compared entry with this formula, charge and spin belongs to which entry? C19H16Br3N4O9